Entry 1:
{
  "formula": "C70H195N15O25",
  "method": "ωB97M-V with the def2-TZVPD basis set",
  "elements": ["C", "C", "O", "O", "H", "H", "H", "H", "H", "H", "C", "C", "O", "O", "H", "H", "H", "H", "H", "H", "C", "C", "O", "O", "H", "H", "H", "H", "H", "H", "C", "C", "O", "O", "H", "H", "H", "H", "H", "H", "C", "C", "O", "O", "H", "H", "H", "H", "H", "H", "C", "C", "C", "O", "C", "N", "H", "H", "H", "H", "H", "H", "H", "H", "H", "H", "H", "C", "C", "C", "O", "C", "N", "H", "H", "H", "H", "H", "H", "H", "H", "H", "H", "H", "C", "C", "C", "O", "C", "N", "H", "H", "H", "H", "H", "H", "H", "H", "H", "H", "H", "C", "C", "C", "O", "C", "N", "H", "H", "H", "H", "H", "H", "H", "H", "H", "H", "H", "C", "C", "C", "O", "C", "N", "H", "H", "H", "H", "H", "H", "H", "H", "H", "H", "H", "C", "C", "C", "O", "C", "N", "H", "H", "H", "H", "H", "H", "H", "H", "H", "H", "H", "C", "C", "C", "O", "C", "N", "H", "H", "H", "H", "H", "H", "H", "H", "H", "H", "H", "C", "C", "C", "O", "C", "N", "H", "H", "H", "H", "H", "H", "H", "H", "H", "H", "H", "C", "C", "C", "O", "C", "N", "H", "H", "H", "H", "H", "H", "H", "H", "H", "H", "H", "C", "C", "C", "O", "C", "N", "H", "H", "H", "H", "H", "H", "H", "H", "H", "H", "H", "C", "C", "C", "O", "C", "N", "H", "H", "H", "H", "H", "H", "H", "H", "H", "H", "H", "C", "C", "C", "O", "C", "N", "H", "H", "H", "H", "H", "H", "H", "H", "H", "H", "H", "C", "C", "C", "O", "C", "N", "H", "H", "H", "H", "H", "H", "H", "H", "H", "H", "H", "C", "C", "C", "O", "C", "N", "H", "H", "H", "H", "H", "H", "H", "H", "H", "H", "H", "C", "C", "C", "O", "C", "N", "H", "H", "H", "H", "H", "H", "H", "H", "H", "H", "H"],
  "coordinates": [[-1.506, -0.389, 6.770], [-0.677, 0.438, 5.786], [-0.827, 1.819, 6.136], [-2.882, -0.161, 6.509], [-1.157, -0.257, 7.794], [-1.326, -1.444, 6.564], [-1.099, 0.142, 4.826], [0.372, 0.143, 5.754], [-1.713, 2.163, 6.002], [-2.934, 0.797, 6.477], [2.061, 2.932, 2.889], [1.589, 3.724, 4.097], [1.577, 2.916, 5.271], [3.475, 2.774, 2.956], [1.734, 3.354, 1.938], [1.705, 1.916, 3.057], [0.599, 4.123, 3.879], [2.248, 4.578, 4.252], [0.650, 2.802, 5.490], [3.704, 2.657, 3.881], [0.588, 0.877, -0.755], [0.555, -0.132, 0.423], [1.639, -1.068, 0.282], [-0.602, 1.747, -0.756], [0.722, 0.384, -1.717], [1.468, 1.501, -0.600], [-0.460, -0.505, 0.559], [0.676, 0.401, 1.366], [1.372, -1.816, 0.822], [-0.600, 2.303, -1.539], [5.049, 4.682, 0.280], [4.372, 3.830, -0.844], [5.006, 2.560, -1.146], [6.128, 5.448, -0.128], [5.312, 4.113, 1.171], [4.283, 5.399, 0.576], [4.290, 4.520, -1.684], [3.397, 3.462, -0.525], [4.596, 1.847, -0.651], [6.854, 4.820, -0.123], [-3.683, 2.028, 1.166], [-3.724, 1.806, 2.738], [-4.848, 2.433, 3.363], [-4.628, 1.247, 0.497], [-2.679, 1.875, 0.770], [-4.002, 3.057, 1.002], [-2.824, 2.065, 3.296], [-3.803, 0.737, 2.936], [-5.558, 2.205, 2.758], [-5.548, 1.355, 0.749], [-4.678, -8.218, 3.270], [-5.153, -6.807, 2.785], [-4.509, -6.389, 1.469], [-3.142, -6.075, 1.675], [-2.465, -5.905, 0.426], [-6.578, -6.804, 2.752], [-4.921, -9.043, 2.601], [-5.018, -8.504, 4.265], [-3.589, -8.274, 3.293], [-4.764, -6.063, 3.480], [-4.876, -5.410, 1.159], [-4.586, -7.129, 0.673], [-1.518, -5.376, 0.534], [-3.046, -5.200, -0.168], [-2.329, -6.821, -0.148], [-6.654, -6.200, 1.945], [-6.784, -7.681, 2.295], [2.076, 6.459, -2.539], [1.022, 6.789, -3.605], [1.213, 5.921, -4.871], [0.344, 6.320, -5.882], [0.607, 5.869, -7.149], [-0.306, 6.570, -2.959], [1.880, 5.474, -2.115], [2.189, 7.203, -1.750], [3.055, 6.434, -3.016], [1.208, 7.845, -3.802], [0.970, 4.923, -4.506], [2.258, 5.922, -5.181], [-0.103, 6.233, -7.891], [0.340, 4.812, -7.136], [1.633, 6.170, -7.363], [-1.047, 6.847, -3.588], [-0.398, 7.093, -2.101], [-0.820, 4.508, 1.062], [-0.096, 5.510, 0.246], [-0.893, 6.863, -0.004], [-0.154, 7.889, -0.598], [-0.942, 9.070, -0.753], [1.119, 5.821, 0.962], [-0.324, 3.539, 1.122], [-1.830, 4.302, 0.708], [-0.925, 4.848, 2.092], [0.250, 5.105, -0.705], [-1.059, 7.256, 1.000], [-1.779, 6.509, -0.530], [-1.646, 8.811, -1.545], [-0.381, 9.960, -1.037], [-1.466, 9.239, 0.188], [1.482, 6.557, 0.374], [0.913, 6.302, 1.826], [-3.259, -2.030, 2.158], [-2.659, -2.585, 3.477], [-3.752, -2.981, 4.571], [-3.146, -3.784, 5.660], [-4.135, -4.422, 6.505], [-1.812, -3.708, 3.268], [-3.568, -2.869, 1.534], [-2.560, -1.350, 1.670], [-4.165, -1.470, 2.385], [-2.057, -1.791, 3.918], [-4.571, -3.445, 4.021], [-4.206, -2.075, 4.972], [-4.844, -5.028, 5.940], [-4.722, -3.729, 7.107], [-3.591, -5.143, 7.115], [-2.261, -4.428, 2.720], [-1.604, -4.140, 4.157], [4.671, -8.693, -0.091], [6.035, -8.183, 0.293], [5.958, -7.164, 1.434], [5.469, -5.891, 0.872], [5.280, -4.956, 1.946], [6.818, -9.344, 0.648], [4.030, -7.913, -0.502], [4.181, -9.127, 0.780], [4.688, -9.560, -0.751], [6.490, -7.632, -0.530], [6.959, -7.022, 1.840], [5.299, -7.566, 2.205], [6.223, -4.718, 2.438], [4.561, -5.390, 2.641], [4.679, -4.106, 1.622], [6.394, -9.810, 1.438], [7.747, -9.038, 0.899], [2.832, 2.790, -6.987], [1.786, 2.043, -6.180], [1.850, 0.489, -6.315], [0.708, -0.090, -5.601], [-0.547, 0.202, -6.213], [2.037, 2.346, -4.771], [3.805, 2.580, -6.542], [2.723, 3.874, -6.979], [2.681, 2.436, -8.007], [0.813, 2.400, -6.520], [2.813, 0.142, -5.941], [1.866, 0.225, -7.372], [-0.823, 1.221, -5.942], [-1.270, -0.399, -5.662], [-0.734, -0.017, -7.265], [1.474, 1.641, -4.318], [2.955, 2.015, -4.510], [5.473, -1.161, 0.397], [5.241, -0.040, 1.389], [6.520, 0.845, 1.537], [7.495, 0.154, 2.246], [7.456, 0.298, 3.648], [4.082, 0.723, 1.005], [4.536, -1.656, 0.142], [6.247, -1.903, 0.590], [5.727, -0.763, -0.585], [4.960, -0.417, 2.372], [6.306, 1.879, 1.809], [6.999, 0.953, 0.564], [8.370, -0.024, 4.146], [6.737, -0.373, 4.117], [7.226, 1.314, 3.971], [3.806, 1.216, 1.842], [3.255, 0.143, 0.980], [-5.759, 1.685, -4.175], [-6.672, 0.485, -4.028], [-7.991, 0.317, -4.834], [-8.827, 1.473, -4.804], [-9.478, 1.826, -3.576], [-5.855, -0.615, -4.318], [-5.372, 1.779, -5.190], [-4.911, 1.684, -3.490], [-6.384, 2.556, -3.980], [-6.857, 0.335, -2.964], [-8.608, -0.547, -4.585], [-7.792, 0.077, -5.879], [-10.358, 2.405, -3.854], [-8.814, 2.387, -2.919], [-9.933, 0.942, -3.128], [-5.175, -0.647, -3.572], [-6.309, -1.513, -4.237], [3.682, 0.403, 5.328], [4.258, 1.391, 6.392], [5.511, 0.886, 7.188], [5.204, -0.242, 8.114], [6.269, -0.660, 8.964], [4.485, 2.742, 5.880], [4.458, 0.274, 4.574], [2.780, 0.807, 4.867], [3.457, -0.553, 5.801], [3.487, 1.558, 7.144], [5.945, 1.714, 7.748], [6.187, 0.492, 6.429], [7.132, -0.956, 8.368], [5.982, -1.556, 9.514], [6.538, 0.107, 9.691], [3.562, 3.146, 5.809], [5.053, 3.393, 6.402], [-2.916, 3.817, -2.585], [-1.890, 3.321, -3.570], [-2.004, 4.068, -4.938], [-3.275, 3.873, -5.485], [-3.391, 4.619, -6.651], [-0.527, 3.492, -2.975], [-2.770, 4.882, -2.402], [-2.892, 3.367, -1.593], [-3.909, 3.769, -3.032], [-1.999, 2.251, -3.747], [-1.201, 3.756, -5.605], [-1.810, 5.119, -4.724], [-3.389, 5.693, -6.466], [-4.345, 4.430, -7.143], [-2.601, 4.431, -7.379], [-0.421, 4.483, -2.806], [0.234, 3.304, -3.612], [-5.712, 5.815, -0.944], [-6.673, 4.732, -0.436], [-8.193, 5.133, -0.532], [-9.054, 4.123, -0.004], [-10.453, 4.212, -0.306], [-6.424, 3.491, -1.185], [-5.793, 5.965, -2.020], [-4.710, 5.518, -0.633], [-5.926, 6.773, -0.470], [-6.524, 4.657, 0.641], [-8.543, 5.396, -1.530], [-8.362, 6.010, 0.092], [-11.015, 3.326, -0.010], [-10.741, 4.351, -1.348], [-10.952, 5.033, 0.209], [-5.450, 3.235, -1.270], [-6.731, 3.588, -2.142], [6.525, 0.176, -3.559], [5.090, 0.353, -4.140], [4.107, -0.552, -3.399], [4.504, -1.858, -3.776], [3.530, -2.837, -3.547], [4.702, 1.753, -4.047], [6.684, -0.854, -3.242], [6.626, 0.870, -2.724], [7.308, 0.549, -4.219], [5.073, 0.050, -5.187], [3.083, -0.323, -3.696], [4.133, -0.370, -2.325], [3.197, -2.754, -2.513], [3.934, -3.823, -3.775], [2.677, -2.678, -4.208], [5.526, 2.302, -4.247], [4.629, 2.021, -3.076], [1.451, -2.135, 3.683], [1.713, -3.277, 2.749], [1.725, -4.594, 3.471], [2.779, -4.501, 4.401], [3.053, -5.725, 5.091], [0.659, -3.283, 1.699], [0.458, -2.137, 4.134], [1.607, -1.216, 3.117], [2.149, -2.008, 4.510], [2.662, -3.063, 2.256], [1.908, -5.432, 2.798], [0.777, -4.842, 3.949], [3.484, -5.541, 6.075], [3.641, -6.418, 4.489], [2.177, -6.320, 5.348], [0.835, -4.118, 1.157], [-0.252, -3.435, 2.108], [-4.140, -1.839, -1.443], [-2.848, -1.146, -1.695], [-2.167, -1.720, -2.964], [-1.807, -3.029, -2.709], [-0.580, -3.108, -1.952], [-3.087, 0.297, -1.796], [-3.942, -2.906, -1.338], [-4.886, -1.709, -2.227], [-4.681, -1.454, -0.579], [-2.135, -1.319, -0.890], [-1.323, -1.084, -3.229], [-2.762, -1.757, -3.877], [-0.421, -4.159, -1.711], [-0.721, -2.735, -0.937], [0.321, -2.742, -2.445], [-3.675, 0.637, -1.048], [-2.201, 0.770, -1.687], [0.128, -7.232, -2.299], [1.331, -7.581, -1.516], [1.285, -6.867, -0.158], [1.250, -5.460, -0.263], [2.581, -5.003, -0.461], [1.418, -9.029, -1.317], [-0.026, -6.212, -2.651], [-0.708, -7.535, -1.668], [0.182, -7.813, -3.220], [2.138, -7.378, -2.219], [2.069, -7.233, 0.505], [0.411, -7.196, 0.404], [2.856, -5.205, -1.496], [3.334, -5.464, 0.178], [2.588, -3.919, -0.345], [2.231, -9.320, -0.795], [0.609, -9.419, -0.854]],
  "max_force_ha_per_bohr": 0.06455,
  "energy_ha": -5485.87287
}



Entry 2:
{
  "formula": "C70H50F12N9O11P2S2Ti",
  "method": "ωB97M-V with the def2-TZVPD basis set",
  "elements": ["Ti", "C", "N", "C", "N", "C", "C", "C", "C", "C", "C", "C", "C", "C", "C", "C", "C", "C", "C", "P", "C", "N", "C", "C", "N", "C", "C", "C", "C", "C", "C", "C", "C", "C", "C", "C", "C", "C", "C", "N", "C", "C", "N", "C", "C", "C", "C", "C", "C", "C", "C", "C", "C", "C", "C", "C", "H", "H", "H", "H", "H", "H", "H", "H", "H", "H", "H", "H", "H", "H", "H", "H", "H", "H", "H", "H", "H", "H", "H", "H", "H", "H", "H", "H", "H", "H", "H", "H", "H", "H", "H", "H", "H", "H", "H", "O", "C", "C", "O", "C", "C", "O", "C", "O", "O", "F", "C", "F", "F", "S", "O", "O", "N", "S", "O", "O", "C", "F", "F", "F", "O", "C", "N", "C", "C", "O", "N", "C", "C", "C", "C", "C", "C", "C", "C", "C", "C", "C", "C", "H", "H", "H", "H", "H", "H", "H", "H", "H", "H", "H", "F", "P", "F", "F", "F", "F", "F"],
  "coordinates": [[-0.710, -0.248, 0.761], [-0.033, -1.237, -4.760], [-0.421, -1.492, -3.381], [-0.057, -0.794, -2.268], [-0.688, -1.272, -1.208], [-1.454, -2.326, -1.644], [-1.312, -2.461, -2.996], [-2.064, -3.285, -3.973], [-2.934, -2.645, -4.856], [-3.687, -3.375, -5.765], [-3.582, -4.759, -5.800], [-2.720, -5.405, -4.926], [-1.963, -4.672, -4.020], [-2.427, -3.154, -0.891], [-2.171, -4.504, -0.688], [-3.172, -5.348, -0.237], [-4.434, -4.840, 0.038], [-4.683, -3.483, -0.117], [-3.684, -2.642, -0.588], [0.766, 0.801, -2.595], [0.185, 1.928, -1.293], [-0.187, 1.717, -0.050], [-0.652, 2.929, 0.433], [-0.607, 3.853, -0.577], [-0.074, 3.207, -1.670], [-0.067, 3.703, -3.050], [-1.148, 5.229, -0.628], [-0.413, 6.292, -1.149], [-0.966, 7.564, -1.234], [-2.262, 7.790, -0.791], [-2.997, 6.738, -0.255], [-2.445, 5.470, -0.172], [-1.014, 3.315, 1.829], [-1.956, 2.654, 2.613], [-2.326, 3.163, 3.850], [-1.775, 4.348, 4.318], [-0.822, 5.009, 3.551], [-0.435, 4.484, 2.327], [2.534, 0.677, -2.101], [3.019, 1.082, -0.960], [4.368, 0.961, -1.035], [4.736, 0.480, -2.269], [3.551, 0.317, -2.964], [3.440, -0.015, -4.375], [6.072, 0.291, -2.874], [7.087, 1.210, -2.605], [8.348, 1.069, -3.167], [8.623, 0.007, -4.019], [7.629, -0.921, -4.284], [6.369, -0.782, -3.710], [5.195, 1.232, 0.162], [4.850, 2.289, 0.999], [5.566, 2.524, 2.164], [6.634, 1.703, 2.507], [6.980, 0.642, 1.676], [6.262, 0.408, 0.512], [1.039, -1.312, -4.874], [-0.495, -1.991, -5.388], [-0.371, -0.251, -5.074], [-3.040, -1.566, -4.798], [-4.368, -2.862, -6.433], [-4.177, -5.333, -6.501], [-2.636, -6.484, -4.944], [-1.292, -5.176, -3.340], [-1.168, -4.881, -0.863], [-2.959, -6.394, -0.053], [-5.210, -5.498, 0.411], [-5.656, -3.073, 0.129], [-3.877, -1.583, -0.727], [-0.573, 4.661, -3.074], [0.951, 3.819, -3.419], [-0.623, 3.012, -3.678], [0.611, 6.126, -1.468], [-0.382, 8.377, -1.649], [-2.700, 8.778, -0.866], [-4.012, 6.896, 0.087], [-3.029, 4.653, 0.235], [-2.432, 1.751, 2.265], [-3.057, 2.622, 4.440], [-2.072, 4.746, 5.282], [-0.374, 5.931, 3.906], [0.320, 4.990, 1.736], [4.270, 0.426, -4.919], [3.450, -1.091, -4.542], [2.513, 0.397, -4.761], [6.876, 2.045, -1.948], [9.116, 1.801, -2.944], [9.605, -0.099, -4.465], [7.832, -1.767, -4.931], [5.621, -1.544, -3.888], [3.980, 2.889, 0.753], [5.278, 3.342, 2.814], [7.181, 1.874, 3.425], [7.791, -0.022, 1.950], [6.508, -0.442, -0.114], [-5.721, 3.405, -0.946], [-4.796, 2.646, -1.040], [-4.300, 1.685, 0.029], [-4.800, 1.534, 1.128], [-3.120, 1.013, -0.517], [-2.885, 1.369, -1.881], [-2.057, 0.935, -2.694], [-3.851, 2.478, -2.225], [-3.828, 3.118, -3.239], [-2.358, 0.282, 0.260], [-3.516, -1.702, 4.700], [-3.445, -1.806, 3.387], [-3.437, -0.605, 2.836], [-4.494, -2.474, 2.910], [-1.844, -2.728, 2.911], [-1.356, -1.866, 1.831], [-1.011, -2.886, 4.062], [-2.294, -4.116, 2.270], [-2.821, -5.234, 3.278], [-3.340, -6.345, 2.533], [-3.589, -4.721, 4.384], [-1.298, -5.970, 4.098], [-1.421, -7.308, 4.087], [-0.183, -5.657, 3.454], [-1.194, -5.585, 5.366], [1.871, 1.827, 1.841], [1.379, 1.036, 2.621], [2.043, 0.535, 3.719], [1.106, 0.113, 4.743], [-0.202, 0.105, 3.905], [-1.259, -0.244, 4.386], [0.037, 0.549, 2.622], [1.400, -1.266, 5.304], [2.563, -1.940, 4.965], [2.847, -3.180, 5.533], [1.966, -3.750, 6.440], [0.790, -3.081, 6.770], [0.509, -1.847, 6.206], [1.039, 1.200, 5.851], [1.684, 1.037, 7.075], [1.762, 2.088, 7.986], [1.190, 3.315, 7.689], [0.535, 3.482, 6.473], [0.464, 2.438, 5.563], [2.962, 0.884, 3.932], [3.229, -1.513, 4.225], [3.749, -3.706, 5.242], [2.181, -4.720, 6.874], [0.078, -3.536, 7.452], [-0.418, -1.334, 6.434], [2.137, 0.086, 7.320], [2.277, 1.940, 8.928], [1.253, 4.135, 8.396], [0.079, 4.433, 6.226], [-0.044, 2.591, 4.614], [1.265, -0.791, 0.485], [2.168, -2.262, 0.869], [2.989, -3.602, 1.196], [1.521, -2.218, 2.318], [0.920, -3.105, 0.323], [3.364, -1.323, 1.361], [2.752, -2.192, -0.632]],
  "max_force_ha_per_bohr": 0.02559,
  "charge": -2,
  "relative_energy_kj_mol": 159.7,
  "multiplicity": 2,
  "s2": 0.752,
  "energy_ha": -7545.52633
}